(1)
{
  "formula": "C4H6O2",
  "method": "ωB97M-V with the def2-TZVPD basis set",
  "de_lowest_ev": 5.1978,
  "total_energy_ev": -8335.263,
  "homo_ev": [-8.7, -8.7],
  "orbital_gap_ev": [7.7, 7.7],
  "max_force_ev_per_a": 0.46,
  "multiplicity": 1,
  "elements": ["O", "C", "C", "C", "C", "O", "H", "H", "H", "H", "H", "H"],
  "coordinates": [[1.85912, 0.03925, 0.85382], [0.64926, 0.24402, 0.99172], [-0.43565, -0.72925, 0.86160], [-0.05059, -0.26334, -1.41524], [-0.28667, 1.00369, -0.96780], [0.03314, 1.42463, 0.24513], [0.20123, 0.31303, 2.12151], [-1.45938, -0.37342, 0.90781], [-0.23883, -1.74881, 1.19273], [0.83846, -0.79509, -1.06339], [-0.50318, -0.59348, -2.34603], [-0.86692, 1.74030, -1.52343]],
  "atomic_forces_ev_per_a": [[-0.1, 0.1, 0.1], [-0.2, -0.2, -0.4], [0.0, 0.0, 0.3], [0.0, 0.2, 0.0], [-0.2, -0.2, 0.0], [0.1, 0.0, 0.1], [0.1, 0.0, -0.1], [0.1, 0.0, -0.1], [0.0, 0.1, -0.1], [-0.1, 0.0, 0.0], [0.1, 0.1, 0.2], [0.1, -0.1, 0.0]]
}

(2)
{
  "formula": "C3H4LiO4",
  "method": "ωB97M-V with the def2-TZVPD basis set",
  "de_lowest_ev": 0.0000,
  "total_energy_ev": -11565.792,
  "homo_ev": -13.9,
  "total_charge": 1,
  "orbital_gap_ev": 10.5,
  "max_force_ev_per_a": 3.21,
  "multiplicity": 1,
  "elements": ["O", "C", "C", "O", "O", "C", "Li", "H", "H", "H", "O", "H"],
  "coordinates": [[0.31604, -0.69693, 1.53653], [-0.15602, -0.06530, 0.46335], [1.56540, -0.17247, 1.81350], [-1.14879, -0.37944, -0.14738], [0.69087, 0.90312, 0.11579], [1.79294, 0.81132, 0.94644], [-1.97915, -0.18835, -1.42388], [2.09298, -0.55160, 2.68016], [2.58951, 1.53306, 0.81367], [-2.22374, -0.52033, -3.91336], [-2.58960, -0.07305, -3.14112], [-3.33302, 0.44426, -3.46577]],
  "atomic_forces_ev_per_a": [[-0.4, -0.2, -0.4], [1.5, -0.1, 0.9], [0.3, 0.6, 0.1], [1.2, -0.1, 2.4], [-0.4, -0.1, -0.5], [0.3, -0.1, 0.7], [-1.9, 0.3, -2.6], [-0.1, 0.0, -0.3], [-0.2, -0.3, 0.0], [0.0, 0.0, 0.0], [0.0, 0.0, -0.2], [-0.1, 0.1, 0.0]]
}

(3)
{
  "formula": "C23H22AlCl2CsF3LiN4O11P2",
  "method": "ωB97M-V with the def2-TZVPD basis set",
  "total_energy_ev": -111803.142,
  "homo_ev": -8.0,
  "orbital_gap_ev": 1.8,
  "max_force_ev_per_a": 12.50,
  "multiplicity": 1,
  "elements": ["O", "C", "C", "Cl", "C", "P", "P", "O", "O", "O", "C", "O", "C", "C", "C", "C", "N", "C", "C", "C", "O", "C", "O", "C", "C", "C", "C", "C", "C", "H", "H", "H", "H", "H", "H", "H", "H", "H", "H", "H", "H", "Li", "N", "O", "O", "O", "F", "Al", "F", "F", "C", "C", "N", "H", "H", "H", "C", "C", "O", "N", "C", "H", "H", "H", "H", "H", "H", "H", "Cl", "Cs"],
  "coordinates": [[-1.92498, 4.17823, 1.94129], [-1.52483, 3.16537, 2.44015], [-2.37053, 2.34869, 3.36357], [-4.04748, 2.31278, 3.07311], [-1.78435, 1.71677, 4.37903], [-2.59969, 0.74771, 5.67124], [-3.96822, -0.67659, 4.73732], [-3.81229, -0.85419, 3.29148], [-3.88451, -2.05979, 5.52318], [-5.44647, -0.12761, 5.04694], [-0.30081, 1.87346, 4.46331], [0.22087, 1.94606, 5.55798], [0.49672, 1.99110, 3.20636], [1.87649, 1.45131, 3.13155], [2.65164, 1.21949, 4.27165], [3.92652, 0.70537, 4.09223], [4.51819, 0.42716, 2.95106], [3.78100, 0.64082, 1.85845], [2.49890, 1.11839, 1.92767], [-0.13573, 2.65642, 2.22696], [0.41725, 2.93365, 1.00780], [-0.21214, 2.14430, 0.05232], [-0.47193, 1.00278, 0.35952], [-0.56984, 2.72577, -1.23151], [-0.84212, 1.83798, -2.26092], [-1.22564, 2.31008, -3.49906], [-1.32208, 3.67415, -3.70981], [-1.01346, 4.54601, -2.67985], [-0.64007, 4.10268, -1.43487], [-1.60510, -0.06564, 6.24006], [-4.32318, -2.77594, 4.87135], [-5.80025, 0.15080, 4.19348], [2.30305, 1.40710, 5.26849], [4.49656, 0.51346, 4.98978], [4.20894, 0.42990, 0.89091], [1.96121, 1.23153, 1.00620], [-0.75802, 0.77615, -2.11567], [-1.43735, 1.58434, -4.26729], [-1.62429, 4.05412, -4.67210], [-1.08561, 5.60711, -2.87097], [-0.39486, 4.77261, -0.62757], [1.75858, 3.44331, 4.81798], [-0.44342, -1.77092, -0.68592], [0.66409, -1.29309, -0.89175], [-0.63957, -2.47005, 0.30314], [-1.36844, -1.55050, -1.46300], [4.16379, 3.42084, 5.24985], [-5.60135, -3.47039, 6.05438], [-2.06704, -0.16342, 1.00155], [-4.92136, -3.62899, 4.27594], [-0.62741, -4.78701, -2.68647], [-0.32292, -3.85975, -3.76922], [-0.09311, -3.11688, -4.60586], [-1.37005, -4.34636, -2.02330], [-1.01951, -5.71605, -3.09490], [0.27610, -5.00007, -2.11838], [5.39822, -1.31625, -6.59866], [4.05399, -1.30182, -5.90637], [3.75356, -0.43752, -5.09980], [3.17985, -2.29523, -6.21566], [3.36279, -3.39514, -7.14188], [5.97830, -0.46782, -6.25011], [5.94175, -2.23138, -6.36085], [5.27360, -1.23336, -7.67900], [2.30127, -2.23015, -5.72023], [2.59378, -3.34966, -7.91511], [3.25722, -4.34085, -6.60703], [4.33995, -3.36015, -7.61091], [-7.52900, -4.15801, 3.94072], [-8.52514, -3.31720, 2.13605]],
  "atomic_forces_ev_per_a": [[0.0, 0.2, -0.6], [-0.4, -0.1, 0.3], [-0.1, -0.2, 0.1], [0.0, 0.4, 0.0], [0.4, -1.1, -0.6], [-0.6, 0.8, 1.5], [0.1, -1.2, -1.1], [0.3, 0.3, -0.4], [0.5, 2.1, 1.2], [0.1, 0.1, 0.5], [-0.5, -0.1, 0.2], [0.4, 0.4, 0.2], [0.1, 0.1, -0.5], [0.5, -0.3, 0.8], [-0.4, 0.0, -0.7], [0.6, -0.1, 1.0], [-0.1, -0.1, -0.4], [-0.1, 0.1, 0.4], [-0.8, 0.4, -1.0], [0.5, -0.3, 0.5], [-0.6, 0.3, -0.3], [-0.7, 0.0, -0.3], [0.5, -0.6, 0.3], [0.6, 0.3, 0.4], [-0.2, -0.2, -0.4], [0.0, -0.2, 0.1], [0.0, -0.4, 0.0], [-0.2, 0.9, -0.1], [0.2, -0.3, 0.0], [0.2, -0.1, -0.6], [1.4, 0.1, -1.7], [-0.1, 0.1, 0.0], [0.2, -0.1, 0.2], [0.2, 0.1, 0.0], [0.2, -0.1, -0.1], [0.0, -0.1, -0.2], [0.0, -0.2, 0.2], [0.0, 0.1, -0.2], [0.0, 0.1, -0.1], [0.0, 0.1, 0.1], [-0.1, 0.2, 0.1], [1.8, -0.1, 0.6], [0.1, 0.4, 0.0], [-0.1, -0.2, 0.1], [-0.1, 0.1, 0.1], [0.0, 0.0, 0.1], [-1.8, 0.0, -0.3], [-1.1, -0.9, 0.0], [0.1, 0.0, -0.2], [-0.2, -0.5, 0.7], [0.0, 0.0, 0.0], [-0.2, -0.3, 0.5], [0.2, 0.4, -0.5], [0.0, 0.0, 0.0], [0.0, 0.0, 0.0], [0.0, 0.0, 0.0], [0.0, 0.0, 0.0], [-0.1, 0.0, 0.1], [0.1, 0.0, 0.0], [0.1, 0.1, 0.0], [-0.4, 0.1, 0.3], [-0.1, 0.0, 0.1], [0.0, 0.0, -0.1], [0.1, -0.1, 0.0], [0.0, -0.1, 0.0], [0.1, -0.1, -0.1], [0.1, -0.1, -0.1], [0.0, 0.0, 0.0], [4.9, -4.7, 10.3], [-5.5, 4.7, -10.2]]
}